*1*
{
  "formula": "C10H12NO",
  "method": "ωB97M-V with the def2-TZVPD basis set",
  "gap_ha": 0.3549,
  "e_homo_ev": -13.14,
  "smiles": "[NH3+][C@H]1c2ccccc2C[C@@H]1C=O",
  "total_charge": 1,
  "symbols": ["C", "C", "C", "C", "C", "C", "C", "C", "C", "C", "N", "O", "H", "H", "H", "H", "H", "H", "H", "H", "H", "H", "H", "H"],
  "coordinates": [[-1.346, -2.507, -1.194], [-0.041, -2.531, -1.478], [-1.891, -1.342, -0.509], [0.868, -1.581, -1.039], [-1.026, -0.396, -0.107], [0.330, -0.554, -0.313], [0.062, 2.910, -0.317], [-1.363, 0.942, 0.491], [1.080, 0.615, 0.276], [-0.021, 1.677, 0.651], [1.825, 0.108, 1.540], [1.000, 3.097, -1.053], [-2.121, -3.257, -1.373], [0.441, -3.405, -1.984], [-2.890, -1.241, -0.257], [1.903, -1.548, -1.086], [-0.883, 3.508, -0.109], [-2.101, 1.365, -0.307], [-1.861, 0.911, 1.453], [1.908, 1.176, -0.355], [0.162, 2.123, 1.739], [1.941, 0.880, 2.159], [2.746, -0.193, 1.454], [1.279, -0.760, 1.719]],
  "nbo_charge": [-0.160, -0.211, -0.166, -0.163, -0.015, -0.136, 0.459, -0.447, -0.056, -0.339, -0.694, -0.482, 0.245, 0.238, 0.223, 0.217, 0.145, 0.251, 0.244, 0.274, 0.237, 0.442, 0.429, 0.465]
}

=====

*2*
{
  "formula": "C10H12NO",
  "method": "ωB97M-V with the def2-TZVPD basis set",
  "gap_ha": [0.2197, 0.3333],
  "e_homo_ev": [-11.37, -12.56],
  "total_charge": 1,
  "symbols": ["C", "C", "C", "C", "C", "C", "C", "C", "C", "C", "N", "O", "H", "H", "H", "H", "H", "H", "H", "H", "H", "H", "H", "H"],
  "coordinates": [[3.989, -1.118, -0.032], [4.019, 0.214, -0.301], [2.748, -1.673, 0.196], [2.918, 1.031, -0.129], [1.775, -0.789, 0.291], [1.635, 0.553, 0.253], [-1.013, 0.773, -0.050], [-1.354, -0.488, 0.005], [0.373, 1.299, 0.238], [-3.756, 0.086, -0.002], [-2.705, -1.000, -0.248], [-5.002, -0.499, 0.000], [4.941, -1.762, -0.020], [4.903, 0.675, -0.584], [2.590, -2.702, 0.497], [3.051, 2.126, -0.096], [-1.599, 1.590, -0.480], [0.412, 2.059, 1.076], [0.532, 1.892, -0.793], [-3.409, 0.638, 0.903], [-3.712, 0.815, -0.781], [-2.881, -1.353, -1.255], [-3.032, -1.794, 0.425], [-5.423, -0.575, 0.886]],
  "nbo_charge": [-0.156, -0.223, -0.352, -0.149, 0.301, -0.160, -0.295, 0.127, -0.440, 0.093, -0.605, -0.694, 0.249, 0.233, 0.264, 0.231, 0.234, 0.263, 0.247, 0.205, 0.197, 0.459, 0.460, 0.511]
}

=====

Most stable structure - *1*; separation to the second - 533.0 kJ/mol.

=====

*1*
{
  "formula": "C5H11NO2",
  "method": "ωB97M-V with the def2-TZVPD basis set",
  "gap_ha": 0.3915,
  "e_homo_ev": -9.77,
  "smiles": "C=CNC(O)(O)CC",
  "total_charge": 0,
  "symbols": ["C", "C", "C", "N", "C", "C", "O", "O", "H", "H", "H", "H", "H", "H", "H", "H", "H", "H", "H"],
  "coordinates": [[-0.332, 0.384, -0.519], [-1.249, -0.986, -0.775], [-2.046, -1.454, 0.428], [0.722, -0.058, 0.307], [1.754, 0.987, 0.720], [3.064, 0.761, 0.694], [-1.092, 1.378, 0.072], [0.153, 0.831, -1.736], [-1.625, 1.739, -0.654], [1.114, 0.729, -1.632], [0.289, -0.324, 1.191], [-1.937, -0.706, -1.580], [-0.618, -1.789, -1.168], [1.343, 1.937, 1.061], [-1.394, -1.829, 1.222], [-2.661, -0.647, 0.837], [-2.722, -2.269, 0.145], [3.776, 1.510, 1.027], [3.461, -0.193, 0.360]],
  "nbo_charge": [0.645, -0.426, -0.625, -0.688, -0.048, -0.404, -0.729, -0.720, 0.481, 0.488, 0.381, 0.196, 0.212, 0.196, 0.196, 0.216, 0.215, 0.210, 0.206]
}

=====

*2*
{
  "formula": "C5H11NO2",
  "method": "ωB97M-V with the def2-TZVPD basis set",
  "gap_ha": [0.2975, 0.3314],
  "e_homo_ev": [-7.85, -8.49],
  "total_charge": 0,
  "symbols": ["C", "C", "C", "C", "N", "C", "O", "O", "H", "H", "H", "H", "H", "H", "H", "H", "H", "H", "H"],
  "coordinates": [[0.997, 1.114, 2.054], [-0.230, -2.011, 1.104], [-1.443, 0.077, -1.586], [1.012, 0.768, -1.346], [-0.252, -0.571, 1.143], [-0.451, 0.973, -0.883], [0.732, -0.130, 1.925], [-0.787, 1.971, -0.285], [1.787, 1.330, 2.748], [0.372, 1.879, 1.613], [0.410, -2.433, 1.885], [-1.250, -2.374, 1.235], [0.137, -2.358, 0.133], [-1.051, -0.926, -1.704], [-2.375, 0.060, -1.022], [-1.652, 0.488, -2.573], [1.698, 1.452, -0.851], [1.302, -0.267, -1.173], [1.044, 0.956, -2.416]],
  "nbo_charge": [-0.017, -0.467, -0.723, -0.729, -0.218, 0.646, -0.224, -0.594, 0.168, 0.206, 0.199, 0.207, 0.185, 0.214, 0.238, 0.233, 0.226, 0.219, 0.229]
}

=====

Most stable structure - *1*; separation to the second - 345.5 kJ/mol.

=====

*1*
{
  "formula": "C5H11NO2",
  "method": "ωB97M-V with the def2-TZVPD basis set",
  "gap_ha": 0.3760,
  "e_homo_ev": -9.35,
  "total_charge": 0,
  "symbols": ["C", "C", "C", "O", "N", "H", "H", "H", "H", "H", "H", "H", "C", "C", "O", "H", "H", "H", "H"],
  "coordinates": [[0.014, 1.073, 1.564], [2.176, -0.877, -0.007], [1.232, -0.046, -0.798], [-0.241, 0.749, 0.202], [1.494, 0.785, -1.680], [0.714, 1.388, -1.928], [0.235, 0.183, 2.162], [0.854, 1.768, 1.592], [-0.864, 1.579, 1.972], [1.645, -1.578, 0.634], [2.790, -1.439, -0.711], [2.819, -0.244, 0.608], [-2.382, -0.187, -0.699], [-1.027, -0.593, -0.161], [-0.192, -1.132, -1.033], [-1.109, -1.123, 0.808], [-2.992, 0.291, 0.072], [-2.903, -1.081, -1.049], [-2.263, 0.484, -1.550]],
  "nbo_charge": [-0.257, -0.712, 0.693, -0.558, -0.718, 0.383, 0.173, 0.200, 0.186, 0.237, 0.263, 0.232, -0.653, 0.427, -0.677, 0.121, 0.209, 0.226, 0.222]
}

=====

*2*
{
  "formula": "C5H11NO2",
  "method": "ωB97M-V with the def2-TZVPD basis set",
  "gap_ha": 0.3797,
  "e_homo_ev": -9.38,
  "smiles": "CO[C@@H](N)[C@@]1(C)CO1",
  "total_charge": 0,
  "symbols": ["C", "C", "C", "C", "N", "C", "O", "O", "H", "H", "H", "H", "H", "H", "H", "H", "H", "H", "H"],
  "coordinates": [[-0.269, -0.795, -1.637], [2.220, 0.651, 0.696], [-1.692, -1.533, 0.411], [-0.696, -0.592, -0.193], [-0.535, 1.856, -0.249], [-0.438, 0.672, 0.543], [0.603, -1.310, -0.653], [0.947, 0.587, 1.277], [0.222, 1.870, -0.924], [-0.415, 2.662, 0.358], [-0.829, -1.522, -2.220], [0.081, 0.051, -2.221], [-1.149, 0.764, 1.367], [2.267, 1.335, -0.159], [2.943, 0.983, 1.452], [2.583, -0.345, 0.415], [-1.209, -2.125, 1.195], [-2.521, -0.985, 0.869], [-2.112, -2.224, -0.327]],
  "nbo_charge": [-0.081, -0.240, -0.632, 0.176, -0.818, 0.234, -0.504, -0.593, 0.359, 0.373, 0.177, 0.171, 0.195, 0.145, 0.181, 0.182, 0.236, 0.218, 0.221]
}

=====

Most stable structure - *2*; separation to the second - 57.9 kJ/mol.

=====

*1*
{
  "formula": "C5H11NO2",
  "method": "ωB97M-V with the def2-TZVPD basis set",
  "gap_ha": 0.4209,
  "e_homo_ev": -10.69,
  "smiles": "C[C@H](O)CC#N.CO",
  "total_charge": 0,
  "symbols": ["C", "C", "C", "C", "C", "O", "O", "N", "H", "H", "H", "H", "H", "H", "H", "H", "H", "H", "H"],
  "coordinates": [[-1.797, -0.452, -0.049], [-0.479, -1.231, -0.271], [2.736, 0.395, 0.973], [-1.751, 0.929, -0.701], [0.244, -0.922, -1.472], [1.428, 0.890, 0.821], [-2.058, -0.361, 1.332], [0.950, -0.549, -2.300], [-1.441, 0.273, 1.719], [-2.634, -1.026, -0.459], [0.164, -1.274, 0.613], [1.264, 1.089, -0.137], [-0.652, -2.319, -0.615], [3.484, 1.175, 0.841], [2.951, -0.423, 0.273], [2.803, 0.010, 1.992], [-1.571, 0.842, -1.770], [-2.696, 1.440, -0.528], [-0.943, 1.514, -0.262]],
  "nbo_charge": [0.113, -0.556, -0.248, -0.641, 0.289, -0.745, -0.705, -0.354, 0.471, 0.187, 0.282, 0.477, 0.254, 0.169, 0.170, 0.180, 0.226, 0.227, 0.204]
}

=====

*2*
{
  "formula": "C5H11NO2",
  "method": "ωB97M-V with the def2-TZVPD basis set",
  "gap_ha": 0.1699,
  "e_homo_ev": -8.16,
  "total_charge": 0,
  "symbols": ["C", "C", "C", "C", "O", "N", "C", "O", "H", "H", "H", "H", "H", "H", "H", "H", "H", "H", "H"],
  "coordinates": [[0.880, 0.202, 0.657], [0.412, -0.349, -0.704], [-0.709, -1.416, -0.554], [-0.310, -2.625, 0.193], [0.753, -2.813, 0.703], [0.109, 0.659, -1.623], [-0.601, 1.712, -1.053], [0.403, 2.403, 1.861], [1.210, -0.498, 1.405], [1.595, 1.010, 0.540], [0.046, 0.737, 1.111], [1.210, -1.008, -1.087], [-0.375, -2.275, -1.244], [-1.734, -1.143, -0.755], [-1.076, -3.414, 0.273], [-1.517, 1.471, -0.500], [-0.029, 2.199, -0.193], [-0.780, 2.467, -1.808], [0.512, 2.681, 2.779]],
  "nbo_charge": [-0.628, -0.149, -0.431, 0.362, -0.547, -0.018, -0.552, -0.995, 0.254, 0.255, 0.274, 0.210, 0.271, 0.251, 0.142, 0.262, 0.379, 0.223, 0.436]
}

=====

*3*
{
  "formula": "C5H11NO2",
  "method": "ωB97M-V with the def2-TZVPD basis set",
  "gap_ha": 0.3271,
  "e_homo_ev": -8.26,
  "total_charge": 0,
  "symbols": ["C", "C", "O", "C", "N", "C", "C", "O", "H", "H", "H", "H", "H", "H", "H", "H", "H", "H", "H"],
  "coordinates": [[-0.636, -1.205, -0.156], [-1.686, -0.262, -0.677], [-2.547, 0.163, 0.383], [0.101, -0.703, 1.122], [0.517, 0.698, 1.130], [1.244, 1.248, 0.057], [2.196, 0.412, -0.665], [2.351, -0.772, -0.778], [-1.152, -2.110, 0.185], [0.113, -1.550, -0.857], [-2.298, -0.652, -1.490], [-1.154, 0.625, -1.036], [-2.925, 0.997, 0.075], [1.032, -1.259, 1.089], [-0.393, -1.065, 2.015], [-0.151, 1.338, 1.560], [1.407, 2.308, 0.126], [0.897, 0.822, -1.064], [3.085, 0.967, -1.018]],
  "nbo_charge": [-0.466, -0.066, -0.730, -0.229, -0.619, -0.207, 0.285, -0.607, 0.213, 0.242, 0.172, 0.148, 0.467, 0.220, 0.215, 0.384, 0.240, 0.201, 0.134]
}

=====

*4*
{
  "formula": "C5H11NO2",
  "method": "ωB97M-V with the def2-TZVPD basis set",
  "gap_ha": 0.3468,
  "e_homo_ev": -8.84,
  "total_charge": 0,
  "symbols": ["C", "C", "C", "O", "O", "H", "H", "H", "H", "H", "H", "C", "C", "N", "H", "H", "H", "H", "H"],
  "coordinates": [[-0.775, 0.294, -2.111], [1.332, 0.658, -0.782], [0.413, -0.278, -1.360], [0.917, 1.565, -0.014], [2.616, 0.250, -0.687], [-0.048, 0.894, 0.851], [3.075, 0.820, -0.052], [0.905, -1.110, -1.858], [-1.560, -0.457, -2.218], [-0.483, 0.627, -3.106], [-1.201, 1.140, -1.572], [-0.097, -0.955, 2.308], [-0.780, -0.087, 1.290], [-2.049, -0.032, 1.233], [-2.376, 0.650, 0.547], [-0.166, -0.473, -0.150], [0.873, -0.521, 2.565], [-0.684, -1.038, 3.222], [0.087, -1.949, 1.897]],
  "nbo_charge": [-0.610, 0.761, -0.500, -0.655, -0.670, 0.286, 0.499, 0.238, 0.220, 0.216, 0.220, -0.680, -0.012, -0.605, 0.331, 0.289, 0.212, 0.235, 0.225]
}

=====

Most stable structure - *1*; separation to the second - 120.8 kJ/mol.